Density functional theory data (the ωB97M-V functional and the def2-TZVPD basis) for 2 unconnected molecules or ions with the total composition C4H11NO2.

Element x y z (Å)
C1 0.171 0.966 -2.291
N1 -0.087 0.174 -1.044
C2 0.160 -1.157 -1.137
C3 -0.289 -2.093 0.061
O1 0.553 -1.686 -2.212
H1 1.248 0.861 -2.449
H2 -0.264 0.768 -3.199
H3 0.098 2.020 -1.897
H4 -0.409 0.501 -0.105
H5 -0.800 -1.616 0.836
H6 0.335 -2.975 0.384
H7 -1.055 -2.743 -0.339
C4 0.407 1.045 2.493
O2 -0.632 0.973 1.410
H8 1.249 1.317 1.522
H9 0.220 1.939 3.279
H10 0.437 -0.080 2.922
H11 -1.345 1.784 1.764

## Properties
SMILES string	CNC(C)=O.CO
lowest unoccupied orbital energy	0.0712	eV
HOMO energy	-9.012	eV
ΔE to the lowest compared entry with this formula, charge and spin	92.78	kcal/mol
HOMO-LUMO gap	9.1	eV